# C7H17N

A structure of composition C7H17N (the ωB97M-V functional and the def2-TZVPD basis, the OMol25 dataset).

Values from the calculation:
* calculated total energy: -331.432311 Ha
* LUMO level (alpha / beta): 0.023 / 0.023 Ha
* charge: 0
* HOMO (alpha / beta): -5.34 / -5.38 eV
* Kohn-Sham gap (alpha / beta): 5.962 / 6.006 eV

Atoms and positions in Å:
N (0.18, 0.43, -0.17)
C (-0.67, -2.64, 0.24)
C (-2.07, -1.39, -1.45)
C (1.29, 0.59, 2.30)
C (-0.69, -1.75, -0.97)
C (0.22, 1.20, -1.40)
C (1.57, 2.79, 1.17)
C (1.15, 1.36, 1.23)
H (0.73, 3.43, 0.89)
H (0.35, -2.98, 0.46)
H (2.34, 2.94, 0.41)
H (1.99, 3.16, 2.12)
H (-1.04, -2.10, 1.12)
H (-0.69, 0.38, 0.34)
H (-2.62, -0.86, -0.66)
H (-0.60, 1.91, -1.38)
H (0.60, -0.63, -0.29)
H (-0.04, -2.10, -1.78)
H (-2.69, -2.26, -1.71)
H (1.79, 0.92, 3.21)
H (0.11, 0.55, -2.27)
H (-1.29, -3.54, 0.13)
H (-2.05, -0.72, -2.32)
H (1.16, 1.73, -1.52)
H (0.96, -0.45, 2.28)